63
Properties=species:S:1:pos:R:3:nbo_charge:R:1 method="wB97M-V/def2-TZVPD" gap_ev=7.40 e_homo_ha=-0.2989 e_above_lowest_kcal_mol=42.7 spin_multiplicity=1 max_force_ha_per_bohr=0.026 e_tot_ha=-1701.39883
H -0.34443 -3.38504 -1.67358 0.429
C 7.30120 -0.84499 0.30479 -0.720
C -1.89687 -2.04868 0.69137 0.161
H -7.70714 -0.73108 1.32812 0.220
H -6.05712 -4.42553 0.26072 0.410
C 6.56235 0.34892 -0.20149 0.802
H 1.70099 -1.97660 -1.98693 0.208
H 5.62773 2.66259 -0.35175 0.202
C 1.29175 -2.26058 -4.16143 -0.298
H 1.84626 3.40728 1.69817 0.194
H -0.58092 3.87229 1.52659 0.202
H 3.85729 4.20455 -0.26767 0.196
H -2.26669 1.46396 2.16750 0.218
C -1.80594 2.88578 0.08601 -0.402
H 0.06776 -3.11308 -5.83334 0.219
C 0.24003 -2.99180 -4.77707 -0.313
H 3.10896 2.69685 -0.74970 0.201
H 4.12368 3.15704 2.08802 0.201
C 0.69383 3.41896 -0.12460 -0.394
S -1.82114 -4.20369 1.64231 0.956
H -1.09888 1.37800 -1.21090 0.216
O 5.67550 0.84610 0.68284 -0.526
C -7.01823 -1.55145 1.21663 -0.308
C -1.97426 1.52303 -0.57570 -0.422
H -2.26164 -0.46344 3.69969 0.231
N -1.77928 -3.32903 0.28822 -0.670
N 0.01700 -3.14126 -2.58028 -0.514
H 6.25108 2.74765 1.29130 0.178
C 4.10255 2.62065 1.14221 -0.414
H -1.85999 3.65051 -0.68830 0.212
C 3.27002 3.36276 0.09624 -0.389
C 1.12648 -2.37440 -2.80620 -0.085
H 6.57464 -1.64774 0.43961 0.239
C 1.92584 3.83059 0.69733 -0.396
H -8.16330 -3.08644 0.07476 0.209
C -2.01671 -1.89711 2.08499 0.063
H 3.59187 1.67936 1.34433 0.214
C -2.16643 -0.59529 2.63463 -0.201
C -0.52691 -3.52410 -3.77423 -0.077
H -1.40974 -4.13911 -3.80803 0.209
N -6.15310 -3.50656 0.65032 -0.506
C -1.89230 -0.92848 -0.18028 -0.227
H -1.79357 -1.06148 -1.24638 0.230
C 5.51262 2.26776 0.65276 -0.079
H 8.01280 -1.18014 -0.43536 0.237
H 0.39156 4.28140 -0.71556 0.199
C -0.46800 3.06029 0.80671 -0.396
H -5.15412 -0.85661 2.24940 0.220
N -1.97310 -3.06234 2.74773 -0.604
C -7.27873 -2.73226 0.57542 -0.077
H -0.17076 2.18467 1.38322 0.200
H -2.61614 3.08555 0.78582 0.200
H 2.07804 -1.71565 -4.65635 0.219
H -2.83296 1.49776 -1.24091 0.228
H -4.21125 -3.28645 1.50147 0.193
H 0.93839 2.55877 -0.74230 0.196
C -5.68204 -1.61710 1.69919 -0.300
H 7.74933 -0.66617 1.27651 0.234
H 1.96267 4.91180 0.80366 0.206
O 6.72221 0.78056 -1.30327 -0.580
C -2.15711 0.46666 1.77439 -0.199
C -2.00861 0.32846 0.36294 0.016
C -5.17706 -2.83683 1.33567 -0.074